1.
29
Properties=species:S:1:pos:R:3:forces:R:3:lowdin_spin:R:1 method="wB97M-V/def2-TZVPD" e_above_lowest_ev=0.1972 orbital_gap_ha="0.155 / 0.171" charge=0 lumo_ev="0.68 / -2.93" energy_ev=-17964.717 spin_multiplicity=3
C -1.333 -2.449 0.796 -0.7 -3.6 0.1 0.459
C -1.044 -1.149 0.553 0.4 4.9 0.9 0.345
C -2.124 -2.955 1.949 3.7 -2.0 -0.5 0.076
C 1.186 3.793 1.164 0.9 -2.7 3.2 0.042
C 2.198 -0.835 -2.567 -0.4 1.3 2.2 0.004
C 1.186 2.316 0.575 0.8 1.1 -1.4 0.062
C 1.599 -1.061 -1.152 0.4 -1.3 -0.1 0.053
C -0.129 1.933 0.065 -1.0 1.9 -1.4 0.443
N -1.304 -0.369 -2.063 -1.9 2.6 -3.0 0.098
Si -0.152 -0.416 -0.855 -0.2 -1.4 3.3 0.226
H -0.968 -3.228 0.143 0.1 -0.1 -0.3 0.020
H -1.489 -0.397 1.334 0.4 -1.2 -1.7 0.020
H -1.292 -3.585 2.478 -1.5 0.7 -0.1 0.037
H -2.903 -3.661 1.723 -0.7 0.1 0.0 0.012
H -2.308 -2.133 2.547 -1.2 1.3 1.5 0.000
H 0.359 3.730 1.967 1.2 0.9 -1.3 0.001
H 2.175 3.880 1.740 -1.4 -0.1 -0.6 0.007
H 1.195 4.635 0.516 -0.7 0.4 -0.8 0.001
H 1.414 -1.152 -3.184 -0.5 -0.7 -1.6 0.001
H 2.395 0.203 -2.780 -0.2 0.6 0.0 0.001
H 3.138 -1.288 -2.689 1.0 -1.2 -0.4 0.001
H 1.822 2.242 -0.297 0.8 0.3 -0.2 0.006
H 1.558 1.593 1.252 0.4 -0.4 1.2 0.008
H 2.132 -0.729 -0.259 0.4 0.8 -0.4 0.008
H 1.699 -2.175 -0.928 -0.9 0.9 -0.5 0.011
H -0.408 2.713 -0.726 0.0 -1.5 0.5 0.025
H -0.846 1.956 0.851 -1.1 -0.7 0.4 0.023
H -1.464 0.577 -2.462 0.7 -0.6 -0.1 0.007
H -2.234 -0.770 -2.275 1.2 -0.5 1.3 0.003



2.
48
Properties=species:S:1:pos:R:3:forces:R:3:lowdin_charge:R:1 method="wB97M-V/def2-TZVPD" e_above_lowest_ev=0.0000 orbital_gap_ha=0.339 smiles="CNC(=O)[C@H](Cc1ccc(O)cc1)NC(C)=O.Cc1cc(C(F)(F)F)n[nH]1" charge=0 lumo_ev=0.60 energy_ev=-38225.971
O -1.458 1.501 4.043 0.1 -0.1 0.2 0.027
O -0.062 3.856 0.770 -0.1 -0.4 0.1 0.055
F 0.943 -1.624 0.870 -0.7 -0.3 0.1 0.113
F -0.617 -2.959 0.062 0.6 0.5 0.9 0.120
F -0.536 -2.531 2.231 0.6 0.0 -1.0 0.127
N 1.664 -4.689 0.367 0.2 -0.4 -0.1 0.100
O -0.792 1.834 -5.812 0.5 -0.6 -0.2 0.051
C -1.446 1.904 2.890 -1.2 0.7 1.3 -0.538
C 0.086 2.840 0.104 -0.4 1.1 1.1 -0.434
C 1.157 -3.933 1.323 0.9 -1.1 1.7 -0.181
C 1.657 -4.388 2.616 -1.0 1.2 -0.6 0.019
C 2.471 -5.448 2.369 -0.3 0.3 -0.6 -0.298
C -0.449 0.506 -3.851 -0.4 0.5 0.3 0.001
C -1.876 2.488 -3.770 0.4 -0.9 0.8 -0.009
C -0.694 0.270 -2.485 -0.6 1.0 -0.8 -0.039
C -2.117 2.253 -2.403 0.8 -0.8 -0.8 -0.022
C -1.039 1.612 -4.496 -0.5 0.3 1.1 -0.316
C -1.527 1.145 -1.761 0.0 0.2 -0.1 -0.247
N 2.453 -5.607 0.994 -0.1 0.3 1.0 0.028
N 0.771 2.866 -1.050 0.3 -0.5 -0.7 0.027
N -0.700 1.253 1.993 1.0 0.1 -2.0 0.123
C -2.303 3.104 2.535 0.2 -0.3 -0.2 0.005
C 3.227 -6.274 3.369 0.0 -0.1 -0.5 -0.024
C 0.217 -2.749 1.117 0.3 -1.0 -0.3 -0.519
C 1.366 4.056 -1.659 -0.2 -0.1 0.3 -0.043
C -1.687 0.964 -0.265 -0.3 0.2 -0.6 -0.093
C -0.476 1.464 0.550 0.2 -0.5 0.1 -0.189
H -1.287 2.579 -6.154 -0.2 0.2 0.2 0.102
H 1.414 -3.958 3.584 0.1 -0.2 -0.3 0.117
H 0.185 -0.159 -4.419 0.0 0.0 -0.1 0.112
H -2.323 3.340 -4.257 -0.1 0.1 -0.1 0.107
H -0.241 -0.581 -1.992 0.0 0.0 0.0 0.112
H -2.740 2.935 -1.840 0.0 0.0 0.0 0.116
H 2.974 -6.334 0.501 -0.6 0.7 -0.1 0.165
H 0.801 2.009 -1.584 0.1 0.2 0.0 0.114
H -0.207 0.475 2.401 0.1 0.0 0.0 0.136
H -1.724 4.007 2.721 0.0 0.0 -0.1 0.083
H -2.608 3.086 1.496 0.0 0.2 -0.2 0.056
H -3.184 3.104 3.174 0.1 -0.1 0.1 0.085
H 3.060 -5.897 4.383 0.0 0.0 -0.3 0.085
H 2.895 -7.316 3.326 0.1 0.1 0.1 0.081
H 4.300 -6.237 3.157 -0.1 -0.1 0.1 0.081
H 2.449 4.032 -1.536 0.0 0.1 0.0 0.082
H 0.979 4.963 -1.188 0.0 -0.3 0.1 0.085
H 1.125 4.084 -2.722 0.0 -0.1 0.0 0.078
H -2.592 1.477 0.053 0.0 0.1 0.1 0.108
H -1.832 -0.098 -0.055 0.1 0.0 0.2 0.119
H 0.328 0.774 0.297 0.1 -0.1 0.1 0.131



3.
18
Properties=species:S:1:pos:R:3:forces:R:3:lowdin_charge:R:1 method="wB97M-V/def2-TZVPD" e_above_lowest_ev=3.1478 orbital_gap_ha=0.384 smiles="CCN1C[C@H]1C=O.[H][H]" charge=0 lumo_ev=0.91 energy_ev=-8898.550
C 1.641 -0.439 1.547 0.0 0.0 0.0 -0.088
C 0.227 0.119 1.508 0.0 0.0 0.1 -0.267
N -0.169 0.373 0.128 0.0 0.0 0.1 -0.089
C -1.574 0.360 -0.166 -0.2 0.1 0.0 -0.096
C -0.705 -0.786 -0.576 0.0 -0.2 -0.1 -0.242
C -0.297 -0.954 -2.004 0.0 0.3 -0.2 -0.217
O -0.128 -0.035 -2.768 -0.1 -0.4 0.3 0.030
H 1.964 -0.619 2.577 -0.1 0.0 -0.1 0.072
H 2.337 0.261 1.076 -0.1 -0.1 0.1 0.078
H 1.696 -1.389 1.002 0.0 0.1 0.1 0.071
H -0.474 -0.574 2.009 0.1 0.1 -0.1 0.113
H 0.177 1.074 2.043 0.0 -0.1 -0.1 0.120
H -2.275 0.170 0.648 0.1 0.0 -0.1 0.113
H -1.901 1.065 -0.926 0.1 -0.1 0.1 0.105
H -0.812 -1.710 -0.006 0.0 0.1 -0.1 0.137
H -0.166 -2.003 -2.341 0.0 0.1 0.0 0.118
H 0.185 2.874 -2.040 0.0 0.0 0.1 0.034
H 0.272 2.212 -1.710 0.0 0.1 0.0 0.008



4.
53
Properties=species:S:1:pos:R:3:forces:R:3:lowdin_charge:R:1 method="wB97M-V/def2-TZVPD" e_above_lowest_ev=0.0000 orbital_gap_ha=0.300 charge=+1 lumo_ev=-2.70 energy_ev=-258257.871
Cu 1.883 -0.304 0.267 0.0 0.1 0.0 0.018
C 0.419 -3.497 -1.015 0.0 0.0 0.0 -0.276
As 0.299 -2.055 0.281 0.0 -0.1 0.0 1.094
C -0.081 -3.055 1.901 0.0 0.0 0.0 -0.278
C -1.488 -1.321 -0.067 0.0 0.0 0.0 -0.321
C -1.601 -0.113 -1.023 0.0 0.0 0.0 -0.666
C -0.626 -0.261 -2.199 0.0 0.0 0.0 -0.083
C -1.354 1.228 -0.315 0.0 0.0 0.0 -0.324
As 0.324 1.484 0.673 0.0 0.0 0.0 1.113
C -0.334 1.364 2.501 0.0 0.0 0.0 -0.279
C 0.526 3.408 0.495 0.0 0.0 0.0 -0.287
C -3.020 -0.095 -1.632 0.0 0.0 0.0 -0.381
As -4.737 0.179 -0.649 0.0 0.0 0.0 1.140
C -4.349 -0.220 1.238 0.0 0.0 0.0 -0.352
C -4.734 2.138 -0.493 0.0 0.0 0.0 -0.347
H -0.492 -4.093 -1.003 0.0 0.0 0.0 0.040
H 1.267 -4.131 -0.760 0.0 0.0 0.0 0.031
H 0.574 -3.088 -2.010 0.0 0.0 0.0 0.023
H -0.961 -3.681 1.759 0.0 0.0 0.0 0.041
H -0.258 -2.367 2.726 0.0 0.0 0.0 0.023
H 0.772 -3.684 2.148 0.0 0.0 0.0 0.033
H -1.908 -1.078 0.909 0.0 0.0 0.0 0.049
H -2.077 -2.154 -0.460 0.0 0.0 0.0 0.090
H 0.420 -0.251 -1.871 0.0 0.0 0.0 0.035
H -0.755 0.558 -2.908 0.0 0.0 0.0 0.095
H -0.805 -1.195 -2.736 0.0 0.0 0.0 0.088
H -2.150 1.424 0.403 0.0 0.0 0.0 0.039
H -1.394 2.027 -1.059 0.0 0.0 0.0 0.091
H -1.161 2.058 2.649 0.0 0.0 0.0 0.039
H 0.465 1.602 3.201 0.0 0.0 0.0 0.032
H -0.679 0.350 2.699 0.0 0.0 0.0 0.013
H -0.414 3.907 0.730 0.0 0.0 0.0 0.037
H 0.817 3.650 -0.525 0.0 0.0 0.0 0.031
H 1.298 3.760 1.177 0.0 0.0 0.0 0.031
H -3.163 -1.038 -2.167 0.0 0.0 0.0 0.061
H -3.060 0.685 -2.400 0.0 0.0 0.0 0.070
H -4.201 -1.289 1.379 0.0 0.0 0.0 0.014
H -5.241 0.067 1.795 0.0 0.0 0.0 0.022
H -3.501 0.329 1.649 0.0 0.0 0.0 0.000
H -4.657 2.575 -1.488 0.0 0.0 0.0 0.020
H -3.939 2.534 0.136 0.0 0.0 0.0 0.006
H -5.693 2.437 -0.071 0.0 0.0 0.0 0.018
Cl 6.356 2.890 -0.522 0.0 0.0 0.0 0.729
C 5.741 1.288 -0.410 0.0 0.0 0.0 -0.643
C 6.576 0.191 -0.532 0.0 0.0 0.0 -0.056
C 6.018 -1.072 -0.434 0.0 0.0 0.0 -0.027
C 4.658 -1.194 -0.219 0.0 0.0 0.0 -0.113
N 3.854 -0.130 -0.099 -0.1 0.0 0.0 -0.043
C 4.389 1.092 -0.194 0.0 0.0 0.0 -0.145
H 7.636 0.328 -0.698 0.0 0.0 0.0 0.122
H 6.631 -1.958 -0.523 0.0 0.0 0.0 0.120
H 4.189 -2.164 -0.139 0.0 0.0 0.0 0.110
H 3.720 1.937 -0.097 0.0 0.0 0.0 0.102



5.
8
Properties=species:S:1:pos:R:3:forces:R:3:lowdin_charge:R:1 method="wB97M-V/def2-TZVPD" e_above_lowest_ev=4.5932 orbital_gap_ha="0.324 / 0.324" charge=0 lumo_ev="-0.32 / -0.32" energy_ev=-9288.823
C -1.323 0.931 -1.646 -1.5 -1.7 1.2 -0.071
C 0.852 -0.780 -0.057 0.4 -0.1 -1.9 -0.133
N -1.888 0.128 -1.061 0.2 -0.3 0.4 0.077
N 0.954 -0.339 1.067 -0.2 -1.3 0.1 -0.096
N 0.510 0.025 2.138 -0.7 1.0 1.8 0.075
F 1.790 -0.943 -0.994 -0.2 0.1 1.1 0.036
H -1.167 1.692 -2.286 1.1 2.2 -1.7 0.017
H 0.273 -0.714 2.841 0.9 0.2 -1.0 0.094